The following is a quantum chemistry calculation of a 15-piece molecular cluster, C51H82N2O23 overall in a non-equilibrium geometry, from OMol25.

Total energy in eV: -104285.07601

```
158
Properties=species:S:1:pos:R:3:mulliken_charge:R:1
O 8.05 -5.68 0.87 -0.345
O 5.20 0.65 -4.98 -0.318
O 5.55 -1.17 -3.89 -0.609
O 4.61 1.85 6.20 -0.330
O -3.83 6.41 4.18 -0.615
O 2.95 3.42 -0.35 -0.439
O -2.04 -3.69 9.24 -0.615
O -1.07 4.11 -9.00 -0.584
O 4.97 -0.21 5.44 -0.626
O -1.75 6.08 3.52 -0.362
O -4.77 4.35 -3.92 -0.635
O -8.64 -1.74 -3.71 -0.367
O 8.16 -5.99 3.15 -0.589
O -3.93 -1.70 4.10 -0.601
O -5.27 1.77 1.63 -0.716
O -0.47 4.83 -7.00 -0.340
O -8.55 0.35 -2.85 -0.581
O 3.02 -6.19 3.40 -0.519
O -2.63 -3.28 3.37 -0.337
O -6.74 3.21 1.04 -0.325
O -3.34 4.31 -2.22 -0.272
O 0.13 -3.81 8.89 -0.363
O 2.05 -2.53 -8.08 -0.521
N -0.29 -5.13 -2.35 0.066
N -0.63 -0.11 0.19 0.227
C -0.33 -0.06 -1.11 -0.613
C -4.71 -3.17 2.36 -0.312
C -1.48 3.87 4.25 -0.458
C -3.78 -2.63 3.39 0.480
C 7.24 -0.48 -5.56 -0.385
C -1.05 -3.13 8.75 0.461
C 0.22 4.41 -5.82 -0.279
C -2.79 5.26 -1.31 -0.276
C 8.26 -5.27 2.16 0.490
C 4.28 3.49 -0.87 -0.560
C -2.53 4.57 5.18 -0.369
C -7.97 3.83 1.42 -0.426
C -4.15 6.45 -2.88 -0.297
C -0.13 -6.51 -2.40 -0.538
C -1.93 -6.02 -3.63 -0.432
C -1.38 -4.83 -3.12 -0.531
C 5.26 3.15 4.39 -0.556
C -6.48 -2.50 -3.59 -0.420
C -2.96 6.62 -2.00 -0.635
C -2.62 -4.37 2.48 -0.405
C 4.86 1.79 3.90 -0.340
C -0.59 3.85 -7.93 0.533
C -0.82 -1.79 8.17 -0.230
C -7.96 -0.65 -3.18 0.475
C 5.69 1.23 -6.20 -0.404
C -4.16 4.94 -3.06 0.440
C 1.52 -0.53 -0.05 -0.315
C -2.80 5.77 4.32 0.548
C 1.68 -3.25 -6.91 -0.465
C -6.53 -0.98 -3.29 -0.395
C 3.22 -4.83 3.53 -0.307
C 7.19 0.91 -6.25 -0.485
C 0.49 -0.35 0.85 -0.916
C 1.26 -2.92 8.72 -0.358
C -7.76 -2.74 -4.28 -0.349
C -7.42 1.98 2.79 -0.395
C 5.92 -0.44 -4.74 0.488
C 8.28 -4.70 -0.15 -0.323
C -0.05 2.52 -7.42 -0.382
C 4.48 3.15 5.71 -0.433
C -8.20 3.30 2.81 -0.453
C 4.85 0.99 5.25 0.569
C -1.15 -7.11 -3.14 -0.436
C -3.74 -4.05 1.45 -0.527
C -0.70 5.07 3.71 -0.342
C 0.95 -0.48 -1.36 -0.595
C 8.26 -3.37 0.69 -0.543
C -0.05 2.93 -5.94 -0.475
C 8.58 -3.78 2.14 -0.361
C -6.39 2.24 1.74 0.511
C 0.71 -1.82 7.86 -0.433
H -0.72 1.75 -7.81 0.294
H 4.94 3.89 -0.10 0.208
H 7.28 -1.37 -6.18 0.294
H 9.66 -3.77 2.31 0.238
H -7.80 3.91 3.61 0.296
H -1.70 5.20 -1.21 0.246
H 8.09 -3.19 2.91 0.306
H 1.29 -4.17 -7.34 0.275
H 4.94 3.84 6.41 0.315
H 7.44 -4.64 -0.85 0.270
H -7.23 1.54 3.77 0.356
H -2.17 4.92 6.14 0.270
H -7.98 4.91 1.30 0.308
H -5.04 6.80 -2.36 0.271
H 2.76 -4.33 2.68 0.169
H 0.70 -6.89 -1.82 0.415
H -3.25 5.26 -0.32 0.313
H -1.03 -1.11 9.00 0.262
H -5.20 -2.36 1.82 0.283
H 1.27 4.69 -5.84 0.251
H -1.14 0.11 -1.81 0.505
H 3.21 -6.54 4.27 0.311
H 7.21 -3.10 0.67 0.210
H -5.65 -2.75 -4.25 0.296
H -8.76 3.50 0.74 0.287
H -3.99 6.90 -3.86 0.249
H -1.58 -3.79 -3.31 0.476
H -5.88 -0.66 -2.48 0.350
H -3.48 4.04 5.21 0.259
H -1.43 -1.72 7.27 0.253
H 2.08 -3.44 8.21 0.306
H 1.29 -2.41 -8.66 0.296
H 7.79 1.67 -5.74 0.269
H -1.92 3.28 3.44 0.216
H 5.69 1.52 3.24 0.243
H -9.26 3.12 2.92 0.286
H 7.55 0.91 -7.28 0.325
H -3.20 7.36 -1.24 0.309
H 5.11 0.90 -7.07 0.278
H 2.52 -0.88 0.19 0.512
H -7.59 -2.61 -5.35 0.245
H -1.56 -0.06 0.59 0.162
H -0.31 4.79 2.73 0.282
H 0.30 -4.45 -1.89 0.193
H 4.96 3.99 3.76 0.336
H -2.84 -6.05 -4.21 0.407
H 4.28 -4.57 3.59 0.213
H 4.22 4.12 -1.76 0.248
H -4.24 -4.91 1.00 0.317
H -2.86 -5.27 3.06 0.272
H 8.03 -0.58 -4.81 0.248
H 2.75 -4.48 4.45 0.137
H -0.81 3.19 4.78 0.325
H 1.68 -2.49 9.63 0.224
H -1.28 -8.16 -3.33 0.388
H 0.92 -2.74 -6.32 0.196
H 0.92 2.44 -7.91 0.204
H -2.08 6.93 -2.56 0.287
H 8.88 -2.63 0.18 0.375
H 6.31 3.27 4.69 0.307
H 5.63 2.32 -6.19 0.294
H -7.99 1.19 2.31 0.263
H 0.87 -1.98 6.80 0.175
H 1.43 -0.76 -2.30 0.537
H 0.49 -0.38 1.93 0.508
H 0.12 5.37 4.36 0.248
H -1.66 -4.47 1.97 0.335
H 3.85 1.76 3.49 0.280
H 1.09 -0.82 8.08 0.318
H 9.23 -4.80 -0.67 0.271
H -6.14 -0.47 -4.17 0.218
H -5.40 -3.82 2.90 0.272
H -8.06 -3.77 -4.07 0.311
H -6.36 -3.07 -2.67 0.220
H -3.32 -3.52 0.61 0.214
H 4.69 2.50 -1.10 0.259
H 2.60 2.58 -0.65 0.282
H 0.72 2.41 -5.36 0.356
H 3.43 3.43 5.64 0.229
H -0.21 4.78 -4.89 0.199
H -0.97 2.62 -5.44 0.223
H 2.53 -3.42 -6.25 0.221
```

The following is a quantum chemistry calculation of a 10-piece molecular cluster, C51H82O9S3 overall in a non-equilibrium geometry, from OMol25.

Total energy in eV: -105149.27614
Structure (SMILES): CCOS(C)(=O)=O.CCOS(C)(=O)=O.CCOS(C)(=O)=O.c1ccccc1.c1ccccc1.c1ccccc1.c1ccccc1.c1ccccc1.CCCCCC.CCCCCC

```
145
Properties=species:S:1:pos:R:3:mulliken_charge:R:1
S 1.14 -5.44 4.50 1.331
S 2.71 -4.59 -0.96 1.277
S 3.29 -1.09 3.74 1.122
O 3.12 -5.80 -0.33 -0.749
O 0.39 -6.59 4.89 -0.680
O 3.28 -2.19 2.83 -0.530
O 1.76 -0.93 4.13 -0.115
O 1.33 -4.21 -0.97 -0.572
O 2.49 -5.29 4.93 -0.645
O 1.18 -5.40 2.94 -0.184
O 3.13 -4.58 -2.49 -0.192
O 3.82 0.19 3.41 -0.695
C 0.65 -1.39 0.99 0.521
C -4.31 -4.74 3.41 -0.336
C 4.34 -5.66 -4.25 -1.372
C 2.72 3.82 -2.47 0.263
C 1.38 0.24 4.90 -0.200
C -0.78 1.72 -3.11 0.088
C -5.58 4.18 -0.91 -0.700
C -0.12 -6.78 1.44 -1.573
C -3.68 -5.34 2.32 -0.596
C 4.00 -1.58 5.29 -1.049
C -4.69 -3.41 3.37 -0.590
C -0.70 0.35 -2.99 0.459
C 2.83 -0.37 -3.69 -0.382
C 0.37 0.98 0.70 -0.357
C 2.72 4.18 -0.99 -0.778
C -0.64 -0.48 -4.12 -1.204
C 1.40 5.53 -5.72 -1.367
C -0.03 0.00 5.37 -1.249
C -2.76 4.55 4.07 -0.557
C -0.07 -5.52 2.24 0.920
C -6.64 4.55 0.15 -0.367
C 0.22 -3.99 4.90 -0.823
C 2.05 4.90 -3.32 -0.637
C -4.28 2.28 -2.02 0.338
C -3.82 -3.27 1.14 -0.509
C -2.52 3.24 3.70 -0.803
C -0.28 3.79 3.09 -0.371
C 3.27 3.06 -0.13 -0.387
C -1.27 2.83 3.27 0.269
C 1.17 -0.10 1.01 -0.088
C 3.94 -0.75 -4.44 -0.695
C -1.75 5.50 3.94 -0.400
C -3.36 -4.59 1.19 -0.157
C 3.62 -3.18 -0.37 -0.368
C -0.58 0.12 -5.37 -0.380
C 4.28 0.06 -1.80 -0.089
C 2.35 4.77 -4.81 -0.367
C -7.46 5.79 -0.24 -1.335
C -4.44 -2.67 2.22 -0.305
C -0.69 2.31 -4.37 -0.859
C -5.26 2.69 -0.92 -0.504
C 3.00 0.00 -2.37 0.942
C -1.54 -0.51 0.52 -0.768
C -0.52 5.11 3.43 -0.537
C -0.52 1.51 -5.49 -0.593
C 5.38 -0.22 -2.60 -1.033
C -1.00 0.77 0.58 -0.962
C -4.49 0.87 -2.55 -1.341
C 5.21 -0.69 -3.90 -0.556
C -0.70 -1.60 0.72 -0.135
C 4.43 -5.09 -2.86 -0.194
H 3.80 -0.83 6.04 0.398
H -8.21 5.98 0.53 0.388
H -0.81 -1.54 -4.03 0.510
H -0.77 -6.66 0.56 0.359
H -4.46 2.95 -2.87 0.438
H -3.37 -6.37 2.42 0.354
H -1.09 1.78 3.10 0.482
H 3.69 -6.53 -4.26 0.313
H 2.31 3.71 -5.11 0.192
H 3.68 -3.27 0.71 0.107
H 3.60 -2.56 5.54 0.254
H 4.40 0.45 -0.80 0.496
H -0.92 -5.46 2.93 0.138
H 0.71 3.50 2.76 0.310
H -4.35 0.10 -1.78 0.128
H 0.36 5.27 -5.50 0.274
H -0.86 -0.15 -2.04 0.011
H 3.75 -1.12 -5.44 0.450
H 0.96 4.85 -3.16 0.192
H -0.43 0.87 5.89 0.421
H 1.26 -2.25 1.22 0.333
H 4.71 -5.90 -2.18 0.366
H 2.78 2.12 -0.39 -0.532
H -4.69 4.76 -0.67 0.252
H -3.85 0.65 -3.40 0.318
H -1.08 -2.62 0.75 -0.266
H -8.04 5.56 -1.14 0.349
H 2.04 0.35 5.76 0.401
H 4.61 -3.17 -0.83 0.600
H 3.38 5.07 -5.02 0.465
H -6.83 6.66 -0.37 0.321
H 5.35 -5.94 -4.57 0.396
H -7.37 3.74 0.29 0.353
H 3.95 -4.91 -4.94 0.313
H 1.69 4.38 -0.68 0.277
H 6.39 -0.07 -2.24 0.401
H -0.82 -4.23 4.69 0.405
H 2.09 2.93 -2.61 -0.383
H -3.65 -2.75 0.20 0.491
H 3.02 3.28 0.92 0.314
H 0.24 -3.80 5.97 0.452
H -4.54 -5.35 4.27 0.411
H 5.20 -4.33 -2.73 0.304
H 1.60 5.31 -6.77 0.359
H 1.85 -0.50 -4.12 0.210
H -0.58 -0.46 -6.29 0.457
H -2.61 -0.62 0.38 0.330
H -3.74 4.87 4.41 0.405
H -3.31 2.52 3.87 0.421
H -3.25 2.30 -1.67 -0.363
H 3.27 5.11 -0.84 0.417
H 1.45 1.11 4.26 0.189
H -6.18 2.11 -0.96 0.362
H -0.18 -4.64 1.60 -0.508
H -5.51 0.74 -2.92 0.500
H -4.63 -1.61 2.14 0.402
H -0.43 1.97 -6.46 0.428
H 0.79 -7.02 0.89 0.348
H -0.53 -7.68 1.90 0.389
H 4.33 2.84 -0.25 0.562
H -5.93 4.53 -1.89 0.378
H 3.72 3.61 -2.85 0.404
H -1.54 1.68 0.33 0.712
H 3.07 -2.35 -0.81 -0.185
H 2.17 0.32 -1.74 -0.119
H -0.96 2.29 -2.21 0.575
H -0.66 3.39 -4.45 0.438
H 5.06 -1.68 5.06 0.424
H -0.69 -0.16 4.51 0.165
H -2.73 -4.95 0.39 0.506
H 6.08 -1.00 -4.46 0.404
H -6.14 4.66 1.11 0.313
H 0.84 1.94 0.53 -0.187
H 2.35 5.91 -3.01 0.480
H 0.60 -3.14 4.33 0.025
H -5.13 -2.89 4.21 0.399
H -1.93 6.53 4.22 0.375
H 1.47 6.61 -5.56 0.379
H -4.79 2.47 0.05 0.172
H 0.27 5.85 3.29 0.397
H -0.08 -0.86 6.03 0.388
H 2.25 -0.08 1.17 0.795
```

The following is a quantum chemistry calculation of a 10-piece molecular cluster, C51H95N3O18P overall in a non-equilibrium geometry, from OMol25.

Total energy in eV: -105032.19026
ΔE to the lowest compared entry with this formula, charge and spin in kJ/mol: 0.00
Charge: +1

```
168
Properties=species:S:1:pos:R:3:mulliken_charge:R:1
P -0.41 2.56 -3.19 -0.097
O -5.28 3.59 -1.76 -0.612
O 7.73 -1.02 5.39 -0.370
O 1.87 -1.90 12.91 -0.379
O 6.84 -0.54 10.66 -0.561
O 5.22 -3.09 -5.50 -0.553
O 3.10 -0.19 13.50 -0.520
O -4.74 -1.95 3.57 -0.539
O -6.59 1.91 -2.26 -0.344
O 5.62 -0.94 -5.35 -0.311
O 3.10 -2.80 -13.43 -0.555
O 6.85 1.63 10.34 -0.373
O -0.54 -1.15 -7.04 -0.622
O -10.43 1.17 -0.08 -0.516
O -3.16 -0.49 3.14 -0.419
O 0.56 -3.01 -7.40 -0.336
O -11.74 -0.50 -0.57 -0.394
O 3.61 -1.73 -11.58 -0.382
O 7.53 -1.90 3.39 -0.587
N 0.73 -0.46 -3.36 -1.068
N 1.04 0.51 -0.02 0.764
N 0.72 0.20 -2.12 0.647
C -12.69 1.46 0.58 -1.069
C 2.40 -0.64 -9.78 -0.588
C 0.32 2.86 0.25 -0.801
C 3.56 -0.57 -10.75 -0.657
C 7.09 -2.52 -4.15 -1.085
C 2.80 0.71 1.60 -0.614
C -4.09 -1.85 1.29 -0.685
C -1.81 -2.87 -8.09 -1.269
C -8.88 1.62 -3.07 -1.017
C -14.01 -0.82 -1.42 -0.989
C 2.89 -1.86 -12.72 0.749
C 0.51 1.69 -0.54 1.506
C 7.56 0.55 -5.34 -1.166
C -0.16 5.23 -2.32 -1.401
C 0.62 -4.41 -7.70 -0.500
C 5.48 -1.29 4.42 -0.780
C 0.77 -4.67 -9.18 -0.938
C 2.09 -0.43 -3.97 -0.216
C -2.97 1.59 -2.49 -0.659
C 6.27 2.92 10.51 -0.431
C 5.90 -2.22 -5.03 0.814
C -7.82 1.18 -2.09 -0.458
C -0.57 -2.29 -7.45 0.894
C 3.91 1.05 1.91 -0.041
C -11.53 0.70 -0.02 0.789
C -1.13 4.03 -2.35 -0.509
C 0.72 -2.74 13.08 -0.425
C -0.44 -2.29 12.22 -0.958
C 0.28 1.49 -1.87 -0.730
C -12.96 -1.24 -0.42 -0.412
C -4.02 -1.46 2.75 0.646
C -2.63 1.12 1.37 0.074
C -7.53 3.84 -1.05 -1.194
C 2.04 -0.75 13.59 0.807
C -2.14 0.04 2.30 -0.555
C 6.81 3.64 11.73 -0.988
C 1.98 -0.06 -5.45 -0.976
C 1.73 -1.74 -0.95 -1.548
C -6.38 3.10 -1.69 0.888
C 1.80 -0.86 -13.02 -0.920
C 0.49 3.90 0.81 -0.528
C 1.42 0.29 1.38 -1.109
C 5.38 0.67 12.09 -1.033
C 1.17 -0.37 -1.01 1.186
C 6.99 -1.41 4.35 0.707
C -1.94 1.59 -3.63 -0.486
C 6.38 0.53 10.98 0.914
C 7.21 -0.28 6.51 -0.411
C 6.22 0.20 -4.72 -0.371
C 0.89 -0.16 14.37 -1.109
C 6.58 -1.17 7.55 -0.435
H 2.58 -1.39 -3.79 0.287
H 5.12 -0.50 5.08 0.287
H 1.50 -4.77 -7.17 0.373
H -8.51 1.52 -4.10 0.371
H 4.86 1.36 2.27 0.597
H 1.30 -0.75 1.67 0.646
H 6.54 3.47 9.61 0.354
H 4.75 1.56 12.02 0.325
H -7.94 4.54 -1.78 0.289
H -0.49 5.98 -3.03 0.406
H -13.63 -0.93 -2.44 0.300
H 7.37 -1.71 -3.47 0.365
H -0.79 -1.30 12.49 0.275
H 4.50 -0.58 -10.20 0.313
H -1.66 -0.78 1.74 0.359
H 5.52 1.01 -4.88 0.333
H -8.16 1.24 -1.06 0.421
H 7.89 3.71 11.67 0.312
H 6.39 4.64 11.80 0.353
H -2.34 2.03 -4.55 0.617
H -9.15 2.67 -2.93 0.266
H -12.69 -2.28 -0.58 0.316
H -1.39 0.45 2.97 0.242
H 0.45 -2.82 14.14 0.376
H -7.15 4.40 -0.20 0.349
H -0.17 5.66 -1.32 0.294
H 0.14 0.09 -3.98 -0.184
H 7.97 1.45 -4.88 0.379
H 1.31 0.35 15.24 0.324
H 6.85 -3.39 -3.54 0.327
H -0.08 -4.30 -9.75 0.258
H -3.06 1.95 1.94 0.368
H 0.97 -0.32 -5.78 0.001
H -1.28 -2.98 12.32 0.351
H -0.15 -2.26 11.17 0.304
H -2.67 -2.48 -7.57 0.344
H 1.66 -4.15 -9.56 0.242
H -4.90 -1.29 0.82 0.176
H 2.46 -1.55 -9.18 0.130
H 0.88 -5.73 -9.38 0.395
H -3.40 0.78 0.68 0.068
H 5.18 2.85 10.52 0.371
H 1.95 0.12 -12.58 0.333
H 6.53 0.50 6.16 0.320
H 0.67 4.84 1.30 0.611
H -14.91 -1.43 -1.32 0.371
H 5.72 -1.71 7.15 0.248
H -2.45 1.46 -1.53 -0.212
H -1.49 3.76 -1.36 0.381
H -13.08 2.15 -0.16 0.265
H 0.76 0.92 1.98 0.229
H 5.12 -1.07 3.41 0.166
H -4.31 -2.91 1.23 0.328
H -7.56 0.14 -2.27 0.319
H -1.78 1.49 0.79 -0.218
H 0.85 -1.26 -12.68 0.224
H -1.68 0.55 -3.83 0.366
H 7.30 -1.91 7.90 0.307
H -1.86 -3.95 -8.05 0.390
H -3.54 2.51 -2.45 0.201
H 2.06 1.03 -5.50 0.366
H -9.78 1.02 -2.95 0.283
H 7.94 -2.75 -4.79 0.278
H 6.25 -0.58 8.40 -0.097
H 5.07 -2.24 4.74 0.281
H 4.72 -0.19 12.07 0.263
H 2.40 0.22 -9.11 0.342
H 1.75 -0.73 -14.10 0.316
H -2.03 4.24 -2.93 0.518
H 2.76 -0.50 -6.06 0.418
H -13.32 -1.17 0.61 0.391
H 2.69 0.33 -3.46 0.342
H 3.55 0.34 -11.35 0.404
H 0.39 0.58 13.74 0.266
H -12.31 2.04 1.43 0.334
H -3.63 0.73 -2.60 0.560
H -3.17 -1.67 0.73 0.200
H 1.05 -3.73 12.77 0.319
H 8.08 0.23 6.93 0.306
H -0.24 -4.94 -7.27 0.397
H 0.17 -0.88 14.72 0.348
H -1.84 -2.55 -9.13 0.284
H 7.44 0.72 -6.41 0.325
H 6.30 0.04 -3.64 0.411
H -8.33 3.20 -0.69 0.342
H -14.30 0.23 -1.30 0.274
H 1.44 -0.66 -10.30 0.287
H 1.86 -2.04 0.09 0.402
H 0.86 4.93 -2.55 0.322
H 1.12 -2.44 -1.51 0.410
H 8.28 -0.26 -5.22 0.284
H 6.57 3.10 12.65 0.277
H -13.49 0.83 0.95 0.342
H 2.73 -1.72 -1.38 0.241
H 5.91 0.69 13.04 0.268
```

Taking the records one at a time from the top gives HOMO values of -0.3081, -0.3403, -0.3991 Eh.